C7H10S | the ωB97M-V functional and the def2-TZVPD basis

Calculated values
SMILES	c1ccccc1.CS
DFT total energy	-670.903557	hartree
HOMO energy	-8.8	eV

XYZ file:
```
18
Properties=species:S:1:pos:R:3:forces:R:3
C 0.85953 1.22448 -0.84722 -0.046 0.166 -0.017
C 0.75428 0.35021 -1.92965 -0.054 0.065 -0.153
C 1.01956 -1.00881 -1.75717 -0.018 -0.106 -0.129
C 1.39009 -1.49357 -0.50226 0.027 -0.170 0.029
C 1.49534 -0.61930 0.58017 0.032 -0.062 0.158
C 1.23006 0.73972 0.40769 -0.002 0.098 0.127
H 0.65078 2.29388 -0.98294 0.099 -0.518 0.063
H 0.46272 0.73166 -2.91710 0.136 -0.186 0.485
H 0.93674 -1.69676 -2.60890 0.038 0.335 0.415
H 1.59883 -2.56297 -0.36654 -0.108 0.522 -0.064
H 1.78690 -1.00075 1.56764 -0.142 0.181 -0.478
H 1.31288 1.42767 1.25944 -0.036 -0.327 -0.407
C -2.36336 0.53409 1.74239 0.151 0.373 0.414
S -2.71827 -0.62812 0.39942 0.285 0.058 -0.052
H -3.29871 0.65448 2.31445 0.411 -0.057 -0.256
H -2.05266 1.52250 1.36406 -0.197 -0.455 0.096
H -1.58141 0.15589 2.42219 -0.381 0.081 -0.320
H -1.48324 -0.62433 -0.14573 -0.196 0.001 0.089
```
Forces are in eV/Å.

Calculated atomic charges, method Mulliken, unit e:
1 C -0.296
2 C -0.334
3 C -0.340
4 C -0.334
5 C -0.296
6 C -0.410
7 H 0.336
8 H 0.328
9 H 0.331
10 H 0.328
11 H 0.336
12 H 0.367
13 C -0.702
14 S -0.171
15 H 0.300
16 H 0.251
17 H 0.251
18 H 0.055